{
  "formula": "CH2Cl2N2",
  "method": "ωB97M-V with the def2-TZVPD basis set",
  "elements": ["Cl", "Cl", "N", "N", "C", "H", "H"],
  "positions_angstrom": [[2.29037, -1.13777, 0.04243], [-2.97581, 0.04663, -0.06814], [-1.37868, -0.60086, 0.30420], [1.33649, 0.25595, -0.04460], [-0.36332, 0.06659, -0.15943], [1.46946, 0.64408, 0.86756], [-0.37851, 0.72536, -0.94202]],
  "lowdin_charge": [0.5218, 0.5145, -0.3860, -0.4770, -0.2221, 0.0058, 0.0430],
  "smiles": "Cl/N=C/NCl",
  "total_charge": 0,
  "de_lowest_kcal_mol": 83.1,
  "largest_force_ev_per_a": 3.56,
  "e_tot_ha": -1069.03968
}